{
  "formula": "C37H31F3LiN8O3",
  "method": "ωB97M-V/def2-TZVPD",
  "e_homo_ev": -3.04,
  "e_tot_ev": -65291.1174,
  "charge": -1,
  "gap_ev": 5.42,
  "symbols": ["Li", "N", "C", "N", "C", "N", "C", "C", "N", "C", "C", "N", "H", "H", "H", "H", "H", "C", "O", "C", "C", "C", "C", "C", "C", "N", "C", "N", "C", "C", "C", "C", "C", "C", "O", "C", "N", "C", "C", "C", "C", "C", "C", "O", "C", "H", "H", "H", "H", "H", "H", "H", "H", "H", "H", "H", "H", "H", "H", "H", "H", "H", "H", "H", "H", "H", "H", "F", "C", "F", "F", "C", "C", "C", "C", "C", "C", "C", "C", "H", "H", "H", "H"],
  "xyz": [[0.03676, -0.44811, 0.48820], [3.15224, -3.00306, 1.48580], [2.80614, -1.73534, 1.22697], [1.68764, -1.72085, 0.55144], [1.37408, -3.04409, 0.41093], [2.24188, -3.86074, 0.96644], [-1.13409, -2.83623, 0.11865], [-2.21585, -2.91975, 0.91124], [-3.30319, -2.09591, 0.75086], [-3.20155, -1.23328, -0.27608], [-2.17318, -1.09851, -1.18184], [-1.10096, -1.98936, -1.00910], [3.95712, -3.35603, 1.97144], [3.36232, -0.87889, 1.57469], [-2.26550, -3.63334, 1.72782], [-4.05104, -0.56655, -0.39879], [-2.16297, -0.42955, -2.02797], [3.82909, 1.82572, -0.78570], [2.79254, 2.62423, -0.24832], [2.38509, 3.70619, -0.96123], [3.06943, 4.22382, -2.05160], [2.64340, 5.39622, -2.67174], [1.53008, 6.05768, -2.18846], [0.82692, 5.52228, -1.11543], [1.21536, 4.33732, -0.50404], [0.47892, 3.85573, 0.57474], [0.21773, 2.50302, 0.89334], [0.11344, 2.33265, 2.23208], [0.01209, 1.14528, 3.04250], [-0.04666, -0.13877, 2.51455], [-0.06116, -1.15530, 3.49280], [-0.05818, -0.92036, 4.85760], [-0.01446, 0.39142, 5.34082], [0.03143, 1.42257, 4.42123], [0.10478, 2.76160, 4.77471], [0.14187, 3.06375, 6.14877], [0.07944, 1.57103, 0.02427], [-0.01856, 1.79737, -1.35830], [0.67888, 0.93836, -2.20319], [0.62635, 1.05536, -3.58470], [-0.15681, 2.04271, -4.15338], [-0.92174, 2.87090, -3.33703], [-0.87714, 2.73916, -1.95381], [-1.68632, 3.44893, -1.10750], [-2.56206, 4.39616, -1.67657], [3.89376, 0.94564, -0.14974], [4.78635, 2.35463, -0.77717], [3.59049, 1.50888, -1.80329], [3.95432, 3.72351, -2.41585], [3.19556, 5.78670, -3.51676], [1.19104, 6.97707, -2.64912], [-0.06435, 6.02083, -0.74800], [-0.22276, 4.49048, 0.92088], [0.31823, 3.16057, 2.76615], [-0.08357, -2.19841, 3.16488], [-0.09769, -1.74378, 5.56411], [-0.01918, 0.58186, 6.40436], [0.21062, 4.14661, 6.22924], [1.01053, 2.61051, 6.63474], [-0.76364, 2.72276, 6.65829], [1.26792, 0.14843, -1.74918], [1.18023, 0.36085, -4.20283], [-0.20774, 2.15911, -5.22884], [-1.56781, 3.60554, -3.79299], [-3.07912, 4.87030, -0.84501], [-3.30019, 3.92017, -2.32815], [-2.01695, 5.15642, -2.24346], [1.29263, -9.51911, -1.91791], [0.03886, -9.06730, -1.69318], [-0.65578, -9.33828, -2.81536], [-0.47293, -9.84435, -0.72315], [0.01648, -7.61288, -1.34592], [0.20693, -6.67873, -2.35067], [0.25465, -5.32716, -2.03894], [0.11346, -4.90080, -0.72532], [-0.09167, -5.84853, 0.27488], [-0.13916, -7.19827, -0.02812], [0.17633, -3.43367, -0.39702], [0.00569, -2.40801, -1.62504], [0.31931, -7.00588, -3.37680], [0.39894, -4.58222, -2.81075], [-0.21440, -5.51930, 1.30004], [-0.30621, -7.92805, 0.75208]],
  "atomic_forces_ev_per_a": [[0.000, 0.292, 0.198], [0.193, -0.014, 0.081], [-0.096, -0.076, 0.191], [0.103, 0.027, -0.105], [-0.166, -0.042, -0.376], [0.008, 0.042, -0.046], [0.097, 0.025, -0.202], [-0.184, 0.219, 0.088], [0.167, -0.126, -0.047], [0.085, -0.034, -0.012], [-0.064, 0.046, 0.151], [-0.184, -0.040, -0.229], [-0.046, 0.026, 0.007], [-0.040, -0.023, 0.000], [0.039, 0.002, 0.000], [0.003, 0.028, -0.029], [0.015, 0.019, -0.003], [-0.116, 0.022, -0.001], [0.008, -0.057, -0.037], [0.141, -0.014, 0.055], [-0.047, 0.035, 0.003], [-0.025, -0.045, 0.067], [-0.009, -0.024, 0.039], [-0.025, 0.037, -0.088], [-0.160, 0.079, -0.075], [0.214, 0.160, 0.362], [-0.130, -0.036, -0.062], [0.062, -0.076, -0.009], [-0.025, 0.101, -0.173], [-0.020, 0.111, 0.184], [-0.038, -0.046, -0.007], [0.014, 0.090, -0.029], [-0.006, -0.088, -0.095], [-0.046, -0.037, 0.009], [-0.005, 0.097, 0.106], [-0.002, -0.030, -0.067], [-0.058, -0.556, -0.223], [0.105, -0.024, 0.077], [0.184, 0.073, 0.057], [-0.009, 0.032, 0.006], [-0.013, 0.002, 0.061], [0.020, -0.030, 0.068], [-0.229, -0.074, -0.093], [0.053, 0.152, 0.009], [0.035, -0.092, 0.014], [-0.013, 0.038, 0.000], [0.021, 0.020, -0.001], [-0.006, 0.000, -0.029], [0.020, -0.031, -0.003], [-0.012, -0.017, -0.001], [0.007, -0.008, 0.013], [0.004, -0.017, -0.016], [0.003, 0.001, -0.053], [0.132, -0.017, -0.023], [-0.048, 0.103, 0.013], [0.021, 0.005, 0.006], [0.013, 0.011, 0.017], [0.001, 0.016, -0.015], [0.021, -0.012, 0.011], [-0.021, -0.012, 0.006], [-0.033, -0.004, -0.029], [-0.007, -0.010, 0.022], [-0.010, -0.002, 0.010], [-0.032, 0.046, -0.008], [-0.005, -0.011, 0.015], [0.003, -0.011, -0.030], [0.010, 0.014, -0.027], [0.139, -0.053, -0.019], [-0.039, 0.153, 0.039], [-0.076, -0.033, -0.123], [-0.060, -0.089, 0.109], [0.007, -0.016, 0.078], [0.027, 0.090, -0.036], [0.042, -0.077, -0.145], [0.081, 0.094, 0.066], [-0.025, -0.020, -0.002], [-0.021, 0.025, 0.012], [0.097, -0.203, 0.146], [-0.083, -0.092, 0.158], [-0.002, 0.011, -0.003], [0.005, -0.005, 0.024], [0.016, -0.019, -0.020], [0.020, -0.004, 0.013]],
  "lowdin_charge": [0.4939, 0.0112, -0.1602, 0.0894, -0.3045, 0.1326, -0.1771, -0.1286, -0.0045, -0.2059, -0.0816, -0.1348, 0.1423, 0.1246, 0.1029, 0.0903, 0.0946, -0.0670, -0.0721, -0.2207, -0.0168, -0.1009, -0.1049, -0.0387, -0.1904, 0.1323, -0.3549, 0.1411, -0.2148, -0.1124, -0.1792, -0.1267, -0.0681, -0.2384, -0.1220, -0.1074, 0.1206, -0.2175, -0.0511, -0.0891, -0.0972, -0.0284, -0.2233, -0.0903, -0.0925, 0.0802, 0.0913, 0.0939, 0.1009, 0.0950, 0.0948, 0.1101, 0.1415, 0.1237, 0.0688, 0.0844, 0.0853, 0.0845, 0.0896, 0.0903, 0.0891, 0.1010, 0.0941, 0.0949, 0.0915, 0.0945, 0.0843, 0.1257, -0.5871, 0.1256, 0.1241, -0.1443, -0.0111, -0.0003, -0.1494, -0.0108, -0.0102, -0.2857, 0.0384, 0.1178, 0.0972, 0.1194, 0.1134]
}